#A
13
Properties=species:S:1:pos:R:3 method="wB97M-V/def2-TZVPD" homo_lumo_gap_ev=9.891 charge=0 mol_weight_g_mol=85.11 smiles="C=C=NCOC" lumo_ev=1.0033
C 2.4148 1.4797 0.6952
C 1.7792 0.6215 -0.0642
N 1.3044 -0.1921 -0.8453
C -0.0474 -0.6699 -0.7979
O -0.7804 -0.0965 0.2459
C -2.1061 -0.5652 0.2823
H 2.9401 1.1423 1.5808
H 2.4041 2.5358 0.4528
H -0.5074 -0.4453 -1.7734
H -0.0023 -1.7658 -0.6938
H -2.5933 -0.0685 1.1224
H -2.6532 -0.3212 -0.6421
H -2.1525 -1.6549 0.4373



#B
13
Properties=species:S:1:pos:R:3 method="wB97M-V/def2-TZVPD" homo_lumo_gap_ev=10.064 charge=0 mol_weight_g_mol=85.11 smiles="O=CNC1CC1" lumo_ev=1.0176
O 3.0408 -1.3336 -0.0567
C 2.1907 -0.5457 -0.4202
N 0.8919 -0.5935 -0.0103
C -0.1404 0.3480 -0.3061
C -1.1822 0.7763 0.7715
C -1.5409 -0.1363 -0.3475
H 2.3984 0.2810 -1.1264
H 0.6510 -1.4034 0.5495
H 0.1332 1.3782 -0.3753
H -0.9944 0.4444 1.7782
H -1.5628 1.8002 0.6770
H -2.2548 0.1568 -1.1061
H -1.6307 -1.1722 -0.0276



#C
13
Properties=species:S:1:pos:R:3 method="wB97M-V/def2-TZVPD" homo_lumo_gap_ev=9.944 charge=0 mol_weight_g_mol=85.11 lumo_ev=0.3338
C 2.1216 -0.3644 0.4029
C 0.7301 0.4313 0.1067
O 0.6462 1.6342 0.1811
C 0.1296 -0.7771 0.0255
C -2.4432 0.1378 -0.0183
N -1.9311 0.4587 -1.1382
H 2.8132 0.0929 -0.3095
H 2.1669 -1.4523 0.3062
H 2.3710 -0.1025 1.4314
H 0.1697 -1.3334 -0.9095
H -2.3316 0.7193 0.9047
H -3.0479 -0.7704 0.0494
H -1.3946 1.3259 -1.0325



What should be chosen as the least stable of them? Choose #C.